Entry 1:
7
Properties=species:S:1:pos:R:3 method="wB97M-V/def2-TZVPD" homo_lumo_gap_ev="8.4 / 8.6" charge=0 e_homo_ha="-0.33048 / -0.38043" e_above_lowest_kcal_mol=71.69
C -0.524 1.620 -0.245
F -1.103 2.661 -0.884
F 0.560 2.103 0.392
P -1.706 0.899 1.052
Br -3.018 -0.088 -0.371
H -0.189 0.892 -0.996
H 0.336 -1.421 0.988

Entry 2:
36
Properties=species:S:1:pos:R:3 method="wB97M-V/def2-TZVPD" homo_lumo_gap_ev=9.0 charge=0 e_homo_ha=-0.30625 e_above_lowest_kcal_mol=5.90
C -4.489 -2.734 -0.536
O -3.481 -1.792 -0.255
C -3.811 -0.458 -0.284
C -5.074 0.042 -0.550
C -5.293 1.412 -0.551
C -4.256 2.285 -0.289
C -2.987 1.799 -0.023
C -2.754 0.433 -0.017
N -1.502 -0.142 0.241
C -0.338 0.474 0.553
O -0.166 1.662 0.676
C 0.808 -0.534 0.771
O 2.031 0.164 0.892
C 2.474 0.739 -0.236
O 1.968 0.576 -1.311
C 3.735 1.540 0.034
C 4.891 0.593 0.049
C 5.306 -0.203 1.071
C 6.411 -1.014 0.726
C 6.813 -0.826 -0.556
S 5.850 0.342 -1.371
H -5.302 -2.681 0.194
H -4.007 -3.708 -0.469
H -4.893 -2.599 -1.544
H -5.897 -0.623 -0.757
H -6.284 1.787 -0.759
H -4.428 3.350 -0.292
H -2.170 2.470 0.180
H -1.511 -1.150 0.162
H 0.669 -1.070 1.713
H 0.855 -1.236 -0.069
H 3.636 2.031 1.002
H 3.852 2.278 -0.759
H 4.839 -0.206 2.040
H 6.883 -1.701 1.405
H 7.619 -1.300 -1.079

Entry 3:
19
Properties=species:S:1:pos:R:3 method="wB97M-V/def2-TZVPD" homo_lumo_gap_ev=9.2 charge=-1 e_homo_ha=-0.21105 e_above_lowest_kcal_mol=12.15
O -0.816 -1.121 1.168
C -0.414 -1.421 -0.003
O -1.177 -1.699 -0.966
C 1.046 -1.402 -0.337
H 1.322 -2.080 -1.145
H 1.322 -0.354 -0.523
H 1.701 -1.772 0.468
H 0.542 -1.053 2.097
H 1.082 0.223 2.887
O 1.235 -0.714 2.754
H -0.813 0.648 -2.458
H -0.814 -0.856 -2.289
O -0.653 -0.142 -2.987
H 0.212 2.168 -1.046
H -1.269 2.433 -0.538
O -0.511 2.785 -1.071
H -0.105 1.931 1.566
H -0.946 0.722 1.273
O -0.943 1.703 1.151

Entry 4:
78
Properties=species:S:1:pos:R:3 method="wB97M-V/def2-TZVPD" homo_lumo_gap_ev=10.2 charge=0 e_homo_ha=-0.38706 e_above_lowest_kcal_mol=30.60
C -0.036 -1.355 0.617
N 0.101 -0.732 -0.783
O -0.929 -0.253 -1.281
O 1.182 -0.810 -1.356
H 0.690 -0.841 1.247
H 0.220 -2.413 0.559
H -1.038 -1.264 1.037
C 1.229 -3.689 -3.387
N 1.033 -4.458 -2.149
O 0.111 -4.071 -1.423
O 1.795 -5.351 -1.819
H 0.946 -2.637 -3.362
H 0.704 -4.205 -4.191
H 2.293 -3.839 -3.572
C -1.384 -1.286 5.708
N -1.158 -2.234 4.584
O -0.930 -1.757 3.453
O -1.145 -3.410 4.767
H -2.296 -1.624 6.200
H -1.578 -0.347 5.189
H -0.523 -1.273 6.376
C -0.854 1.828 -3.796
N -2.097 0.983 -3.718
O -3.074 1.471 -3.167
O -2.067 -0.176 -4.215
H -1.076 2.740 -3.242
H -0.564 1.904 -4.844
H -0.093 1.266 -3.253
C 3.634 -1.170 0.745
N 3.586 -2.412 -0.147
O 3.126 -3.396 0.362
O 3.830 -2.320 -1.310
H 3.003 -0.494 0.169
H 4.694 -0.935 0.849
H 3.214 -1.497 1.696
C -3.758 -1.333 -1.679
N -4.745 -2.364 -2.114
O -5.375 -2.131 -3.142
O -4.843 -3.386 -1.404
H -4.238 -0.355 -1.698
H -3.007 -1.361 -2.469
H -3.386 -1.448 -0.661
C -3.684 2.230 4.455
O -3.200 2.032 3.148
C -3.344 0.877 2.399
O -2.887 0.646 1.258
O -3.985 -0.111 3.081
C -4.268 -1.383 2.503
H -3.597 3.286 4.708
H -3.107 1.687 5.203
H -4.732 1.929 4.458
H -4.058 -2.294 3.063
H -3.706 -1.565 1.587
H -5.306 -1.503 2.193
C 2.213 3.900 -2.568
O 2.535 2.505 -2.723
C 3.662 2.068 -2.092
O 4.417 2.741 -1.386
O 3.926 0.740 -2.377
C 3.308 0.113 -3.450
H 2.929 4.556 -3.063
H 2.259 4.206 -1.522
H 1.242 4.061 -3.036
H 3.559 0.692 -4.338
H 2.222 0.115 -3.356
H 3.594 -0.938 -3.492
C -0.136 2.811 0.329
O 0.928 2.139 0.985
C 2.125 2.834 1.302
O 2.241 4.037 1.149
O 2.950 1.936 1.939
C 4.238 2.286 2.363
H -0.996 2.143 0.370
H 0.093 2.812 -0.737
H -0.353 3.831 0.646
H 4.656 1.441 2.910
H 4.130 3.033 3.149
H 4.936 2.545 1.567

Entry 5:
12
Properties=species:S:1:pos:R:3 method="wB97M-V/def2-TZVPD" homo_lumo_gap_ev=9.4 charge=+1 e_homo_ha=-0.49731 e_above_lowest_kcal_mol=11.59
C -0.549 1.240 -0.195
C 0.086 -0.055 0.298
N -0.386 -1.346 -0.362
Se 2.123 -0.092 -0.007
H -0.280 1.207 -1.202
H 0.022 1.977 0.254
H -1.534 1.245 -0.008
H 0.009 -0.057 1.454
H 0.009 -1.563 -1.217
H -1.365 -1.404 -0.467
H -0.191 -2.075 0.303
H 2.057 0.924 1.148

Entry 6:
9
Properties=species:S:1:pos:R:3 method="wB97M-V/def2-TZVPD" homo_lumo_gap_ev=10.4 charge=0 e_homo_ha=-0.37196 e_above_lowest_kcal_mol=17.88
H -1.112 -1.087 -1.982
N -0.583 -0.742 -1.191
C -1.087 0.008 -0.355
I -2.977 0.868 -0.124
O -0.151 0.418 0.834
C 1.208 0.168 0.709
H 1.642 0.649 1.589
H 1.627 0.620 -0.197
H 1.433 -0.902 0.718

Entry 7:
10
Properties=species:S:1:pos:R:3 method="wB97M-V/def2-TZVPD" homo_lumo_gap_ev="5.8 / 9.5" charge=0 multiplicity=2 e_homo_ha="-0.20299 / -0.34443" e_above_lowest_kcal_mol=17.49
O -0.494 -1.292 -0.524
Be -0.817 -1.184 0.905
H -1.103 -1.638 -1.178
O -0.439 0.287 0.890
O 0.516 0.544 1.892
H 1.387 0.435 1.487
C 0.130 0.519 -0.711
H 0.556 1.472 -1.056
H 1.132 0.075 -0.615
H -0.868 0.781 -1.088

Entry 8:
132
Properties=species:S:1:pos:R:3 method="wB97M-V/def2-TZVPD" homo_lumo_gap_ev=8.6 charge=0 e_homo_ha=-0.30162
C -0.399 1.669 -1.814
C 0.281 0.716 -0.860
O -0.649 0.231 0.157
C -0.137 -0.342 1.192
O 0.989 -0.630 1.363
C -1.165 -0.723 2.271
F -0.933 0.032 3.361
F -2.439 -0.571 1.954
F -1.011 -2.003 2.605
H 0.329 1.990 -2.555
H -0.964 2.430 -1.285
H -1.087 1.070 -2.424
H 1.137 1.124 -0.312
H 0.677 -0.129 -1.416
C -3.216 -3.998 4.549
C -2.895 -4.548 3.182
O -2.011 -5.676 3.197
C -2.474 -6.842 3.560
O -3.614 -7.128 3.762
C -1.453 -7.990 3.447
F -1.403 -8.700 4.569
F -1.845 -8.818 2.468
F -0.206 -7.548 3.154
H -3.971 -3.233 4.688
H -2.261 -3.652 4.976
H -3.443 -4.765 5.302
H -2.365 -3.811 2.594
H -3.801 -4.811 2.627
C 5.504 2.654 -4.975
C 4.583 1.483 -4.660
O 4.760 1.077 -3.290
C 3.745 0.672 -2.555
O 2.591 0.778 -2.863
C 4.172 -0.001 -1.229
F 4.350 0.956 -0.283
F 3.234 -0.821 -0.796
F 5.325 -0.706 -1.383
H 6.452 2.661 -4.445
H 5.016 3.624 -4.888
H 5.786 2.512 -6.023
H 5.009 0.654 -5.232
H 3.546 1.588 -4.956
C 3.442 -2.804 3.950
C 3.827 -1.670 3.012
O 3.116 -0.495 3.339
C 3.563 0.575 2.748
O 4.470 0.654 1.992
C 2.784 1.858 3.126
F 1.846 1.615 4.110
F 3.652 2.780 3.607
F 2.128 2.333 2.022
H 4.251 -3.523 3.990
H 2.446 -3.195 3.752
H 3.310 -2.358 4.944
H 3.736 -2.019 1.985
H 4.900 -1.538 3.172
C 0.158 5.060 -7.274
C -0.872 4.283 -6.694
C -0.564 4.115 -5.364
N 0.613 4.745 -5.135
C 1.049 5.360 -6.277
H 0.209 5.440 -8.281
H -1.750 3.907 -7.189
H -1.099 3.567 -4.612
H 1.022 4.922 -4.218
H 1.914 6.001 -6.254
C -0.458 -2.509 7.356
C 0.005 -3.635 6.644
C 0.389 -3.180 5.414
N 0.005 -1.884 5.314
C -0.413 -1.427 6.523
H -0.808 -2.491 8.374
H 0.142 -4.629 7.033
H 0.756 -3.727 4.564
H -0.031 -1.374 4.458
H -0.703 -0.405 6.676
C 0.972 5.085 -0.952
C 1.854 4.593 -1.963
C 2.281 5.671 -2.688
N 1.518 6.756 -2.339
C 0.667 6.364 -1.332
H 0.591 4.631 -0.055
H 2.105 3.556 -2.123
H 3.002 5.687 -3.490
H 1.574 7.647 -2.787
H 0.004 7.108 -0.913
C -0.592 -1.682 -4.258
C -0.413 -1.841 -2.865
C 0.700 -2.652 -2.688
N 1.059 -3.094 -3.933
C 0.327 -2.473 -4.918
H -1.345 -1.036 -4.689
H -1.031 -1.454 -2.073
H 1.129 -3.139 -1.828
H 1.793 -3.747 -4.141
H 0.442 -2.663 -5.967
C 3.786 -5.881 0.171
C 4.489 -4.811 -0.373
C 3.932 -3.545 -0.423
C 2.693 -3.309 0.172
C 2.033 -4.365 0.782
C 2.588 -5.638 0.838
H 4.179 -6.885 0.076
H 5.415 -5.016 -0.899
H 4.426 -2.765 -0.989
H 2.261 -2.317 0.218
H 1.050 -4.262 1.237
H 2.058 -6.471 1.284
C -5.439 0.766 1.898
C -6.591 0.332 1.252
C -7.789 0.412 1.943
C -7.818 0.706 3.304
C -6.651 1.077 3.953
C -5.461 1.170 3.216
H -4.484 0.818 1.387
H -6.562 -0.051 0.243
H -8.739 0.266 1.438
H -8.735 0.613 3.873
H -6.731 1.279 5.015
H -4.636 1.532 3.823
C -2.681 5.271 -3.088
C -3.708 4.897 -3.949
C -4.963 4.595 -3.441
C -5.107 4.469 -2.065
C -4.051 4.719 -1.199
C -2.847 5.182 -1.714
H -1.740 5.537 -3.553
H -3.524 4.954 -5.016
H -5.788 4.498 -4.136
H -6.019 4.058 -1.658
H -4.206 4.557 -0.141
H -2.061 5.458 -1.021

Entry 9:
15
Properties=species:S:1:pos:R:3 method="wB97M-V/def2-TZVPD" homo_lumo_gap_ev=9.1 charge=0 e_homo_ha=-0.29627 e_above_lowest_kcal_mol=163.65
C -0.007 -0.089 1.657
C 0.843 0.800 0.862
C 0.181 2.466 0.542
C -0.117 1.694 -0.375
C 0.727 0.477 -0.570
N 0.083 -0.755 -0.932
N 0.270 -1.012 -2.275
H -1.101 0.085 1.227
H -0.035 0.180 2.761
H 0.274 -1.157 1.464
H 0.356 3.394 1.088
H 1.366 0.866 -1.340
H -0.936 -0.607 -0.721
H 0.538 -2.019 -2.318
H -0.553 -0.929 -2.778

Entry 10:
25
Properties=species:S:1:pos:R:3 method="wB97M-V/def2-TZVPD" homo_lumo_gap_ev="5.9 / 5.9" charge=0 e_homo_ha="-0.26458 / -0.26458" e_above_lowest_kcal_mol=38.01
C 2.223 -0.638 1.180
C 2.636 0.378 1.961
C -1.233 0.546 -0.550
C 0.069 -1.314 0.395
C -1.120 -0.952 -0.502
C 1.047 0.716 -0.433
C -2.549 1.226 -0.531
C -2.372 -1.706 -0.069
C 2.224 1.287 -1.143
N -0.155 1.243 -0.654
N 1.161 -0.463 0.266
O 0.087 -2.285 1.108
S 2.087 1.983 1.839
H 2.511 -1.663 1.349
H 3.354 0.176 2.743
H -0.829 -1.290 -1.509
H -3.081 0.976 0.387
H -3.162 0.898 -1.368
H -2.407 2.302 -0.584
H -2.696 -1.376 0.916
H -2.146 -2.769 -0.007
H -3.178 -1.558 -0.783
H 2.121 2.365 -1.206
H 2.252 0.885 -2.161
H 3.154 1.034 -0.644

Entry 11:
41
Properties=species:S:1:pos:R:3 method="wB97M-V/def2-TZVPD" homo_lumo_gap_ev=9.6 charge=+1 e_homo_ha=-0.44541 e_above_lowest_kcal_mol=44.06
C 1.392 -0.489 3.458
C 0.191 -0.341 2.954
C -1.326 -0.061 2.521
C -2.077 -1.373 1.867
C -1.904 -2.685 2.798
Si -0.593 -3.951 2.196
O 0.821 -3.252 1.464
Si 0.676 -3.212 -0.268
H 2.381 -0.609 4.048
H -1.954 0.292 3.414
H -1.322 0.765 1.720
H -1.825 -1.527 0.757
H -3.211 -1.095 1.900
H -2.935 -3.232 2.788
H -1.626 -2.356 3.877
H -1.211 -5.016 1.367
H -0.119 -4.658 3.411
H 1.473 -4.205 -0.979
H -0.766 -3.264 -0.602
H 1.116 -1.860 -0.698
C -0.460 2.497 -0.765
N 0.885 2.005 -1.284
C 1.561 1.227 -0.168
C 1.746 3.191 -1.645
C 0.706 1.049 -2.480
C 0.063 1.678 -3.720
O -1.238 2.164 -3.423
H -0.302 2.935 0.223
H -0.843 3.268 -1.430
H -1.139 1.646 -0.696
H 1.698 1.894 0.686
H 2.528 0.873 -0.530
H 0.921 0.386 0.106
H 1.232 3.791 -2.398
H 2.699 2.825 -2.033
H 1.905 3.790 -0.746
H 0.091 0.221 -2.119
H 1.701 0.672 -2.734
H -0.029 0.916 -4.502
H 0.671 2.497 -4.116
H -1.576 2.603 -4.221

Entry 12:
46
Properties=species:S:1:pos:R:3 method="wB97M-V/def2-TZVPD" homo_lumo_gap_ev=7.2 charge=0 e_homo_ha=-0.28395 e_above_lowest_kcal_mol=4.47
C 1.706 -2.990 2.865
C 1.438 -1.552 2.664
C 0.260 -0.887 2.309
C -1.034 -1.571 1.920
C -2.268 -0.776 2.494
C -2.092 0.021 3.636
C -3.146 0.770 4.155
C -4.433 0.639 3.615
C -4.639 -0.226 2.537
C -3.568 -0.960 2.016
C -0.970 -1.872 0.425
C 0.335 -2.609 -0.046
O 1.406 -2.034 -0.222
N 0.281 -3.997 -0.292
C -0.764 -4.603 -0.957
S -0.627 -5.972 -1.906
N -1.928 -3.876 -0.819
C -2.121 -2.587 -0.293
O -3.223 -2.093 -0.551
C 0.571 0.525 2.180
C -0.156 1.703 1.964
C 0.472 2.924 2.237
C 1.834 3.001 2.600
C 2.609 1.836 2.696
C 1.959 0.639 2.477
N 2.446 -0.638 2.734
C 3.831 -0.958 3.008
H 0.787 -3.498 3.163
H 2.088 -3.468 1.950
H 2.454 -3.119 3.656
H -1.007 -2.520 2.468
H -1.109 0.091 4.107
H -2.959 1.449 4.983
H -5.262 1.225 4.022
H -5.626 -0.375 2.101
H -3.788 -1.662 1.218
H -0.885 -0.914 -0.123
H 1.186 -4.410 -0.524
H -2.706 -4.217 -1.400
H -1.188 1.653 1.613
H -0.110 3.843 2.171
H 2.290 3.970 2.825
H 3.664 1.836 2.987
H 4.366 -0.011 3.111
H 3.914 -1.525 3.946
H 4.276 -1.546 2.188

Entry 13:
67
Properties=species:S:1:pos:R:3 method="wB97M-V/def2-TZVPD" homo_lumo_gap_ev="6.8 / 5.2" charge=+3 multiplicity=2 e_homo_ha="-0.59154 / -0.59150" e_above_lowest_kcal_mol=0.00
Ir 0.488 0.016 0.684
C 7.959 -0.058 -2.467
O 6.705 0.281 -1.804
C 6.713 0.715 -0.569
C 7.844 0.865 0.241
C 7.685 1.339 1.515
C 6.399 1.689 2.023
C 5.278 1.552 1.258
C 5.397 1.059 -0.053
N 4.365 0.925 -0.914
C 2.990 0.996 -0.615
N 2.290 1.791 -1.404
C 0.895 1.947 -1.494
C -0.061 1.319 -0.688
C -1.411 1.643 -0.884
C -1.781 2.526 -1.877
C -0.834 3.132 -2.700
C 0.501 2.852 -2.512
O 1.525 3.381 -3.210
C 1.223 4.333 -4.249
N 2.437 0.285 0.335
C 3.110 -0.808 0.981
C 3.163 -0.844 2.371
C 3.717 -1.935 3.019
C 4.219 -2.985 2.264
C 4.161 -2.966 0.875
C 3.594 -1.882 0.216
O 3.450 -1.771 -1.126
C 3.798 -2.911 -1.930
H 7.677 -0.361 -3.468
H 8.436 -0.880 -1.936
H 8.598 0.822 -2.498
H 8.825 0.613 -0.135
H 8.551 1.462 2.153
H 6.326 2.081 3.028
H 4.307 1.838 1.636
H 4.597 0.601 -1.848
H 2.793 2.381 -2.062
H -2.180 1.199 -0.270
H -2.828 2.752 -2.026
H -1.151 3.818 -3.471
H 0.710 5.197 -3.829
H 0.618 3.862 -5.024
H 2.180 4.633 -4.660
H 2.782 0.000 2.936
H 3.761 -1.966 4.099
H 4.657 -3.842 2.757
H 4.542 -3.809 0.316
H 3.542 -2.645 -2.950
H 3.225 -3.785 -1.623
H 4.866 -3.122 -1.859
N -0.706 2.212 3.945
C 0.245 1.994 3.049
N -0.160 0.985 2.283
C -1.397 0.646 2.777
N -1.750 1.375 3.793
C -2.097 -0.411 2.072
C -3.332 -0.950 2.383
N -3.867 -1.907 1.632
C -3.180 -2.323 0.580
C -1.935 -1.792 0.246
N -1.399 -0.834 0.998
H -0.726 2.905 4.683
H 1.165 2.548 2.968
H -3.891 -0.603 3.244
H -3.621 -3.103 -0.029
H -1.381 -2.127 -0.620

Max |F| in eV/A, matching the order above: 0.721, 0.639, 1.750, 4.244, 4.545, 4.898, 5.074, 2.576, 4.027, 1.968, 6.115, 2.487, 0.256
E in a.u., matching the order above: -3154.27498, -1334.51328, -534.33921, -2501.09880, -2536.87530, -506.24567, -281.28561, -3959.36238, -304.57470, -933.03263, -1180.50527, -1524.60799, -1850.33218